1.
Below is C36H26ClNO2PPdSTe as an isolated structure, with properties calculated with wB97M-V/def2-TZVPD.

The orbital gap is 7.91 eV. As for the net charge: +1. Its spin multiplicity is 1. The calculation puts the energy relative to the best compared isomer or geometry (same formula, charge and spin) at 0.149 eV. For the highest occupied orbital energy, the calculation gives -11.49 eV. The calculation puts the energy at -86753.78110 eV. Its molecular weight is 837.12 g/mol.

Last column: natural (NBO) charge in e.
Geometry (Å):
Pd 0.31 -0.63 0.11  0.352
Cl -1.13 -8.19 4.36  0.048
C -1.01 -6.81 3.35  0.016
C -0.12 -5.79 3.68  -0.257
C -0.03 -4.68 2.86  -0.081
C -0.83 -4.59 1.72  -0.223
C -1.72 -5.61 1.40  -0.136
C -1.81 -6.72 2.21  -0.241
C -0.71 -3.39 0.88  0.834
O -1.48 -3.38 -0.20  -0.740
O 0.07 -2.47 1.17  -0.662
H 0.49 -5.88 4.56  0.242
H 0.66 -3.88 3.10  0.235
H -2.33 -5.54 0.51  0.237
H -2.50 -7.53 1.98  0.241
N 5.91 0.83 4.65  -0.279
C 5.03 0.62 3.94  0.263
C 3.94 0.35 3.04  -0.179
C 2.63 0.58 3.46  -0.164
C 1.58 0.34 2.59  -0.226
C 1.83 -0.12 1.30  -0.144
C 3.14 -0.36 0.89  -0.279
C 4.19 -0.13 1.76  -0.144
H 2.44 0.95 4.46  0.234
H 0.57 0.52 2.93  0.210
H 3.35 -0.70 -0.11  0.223
H 5.21 -0.31 1.45  0.235
Te -1.54 -1.76 -1.41  1.094
C -3.39 -1.16 -0.79  -0.641
C -4.57 -1.41 -1.46  -0.202
C -5.69 -0.88 -0.79  -0.260
C -5.35 -0.24 0.37  -0.379
S -3.67 -0.26 0.65  0.516
H -4.61 -1.95 -2.39  0.240
H -6.71 -0.97 -1.14  0.246
H -6.01 0.24 1.08  0.257
C -2.11 4.59 0.85  -0.174
C -1.45 4.82 -0.36  -0.219
C -0.66 3.83 -0.91  -0.124
C -0.55 2.59 -0.28  -0.428
C -1.21 2.37 0.92  -0.187
C -1.99 3.37 1.48  -0.200
P 0.53 1.32 -0.98  1.148
C 2.10 2.20 -1.22  -0.318
C 2.77 2.66 -0.09  -0.196
C 3.92 3.42 -0.22  -0.205
C 4.41 3.73 -1.48  -0.163
C 3.74 3.29 -2.61  -0.209
C 2.58 2.53 -2.49  -0.223
C -0.13 0.93 -2.63  -0.405
C -1.44 1.24 -2.97  -0.228
C -1.99 0.77 -4.16  -0.202
C -1.23 -0.01 -5.02  -0.192
C 0.08 -0.33 -4.68  -0.214
C 0.63 0.13 -3.49  -0.164
H -2.71 5.38 1.29  0.229
H -1.54 5.78 -0.85  0.230
H -0.13 4.02 -1.84  0.216
H -1.12 1.41 1.41  0.218
H -2.50 3.19 2.42  0.225
H 2.39 2.43 0.90  0.229
H 4.43 3.77 0.67  0.231
H 5.31 4.32 -1.58  0.228
H 4.11 3.54 -3.60  0.228
H 2.06 2.22 -3.38  0.222
H -2.04 1.85 -2.31  0.240
H -3.01 1.02 -4.41  0.233
H -1.66 -0.37 -5.94  0.233
H 0.68 -0.94 -5.35  0.233
H 1.64 -0.14 -3.23  0.222

---

2.
Below is C36H26N7O2W as an isolated structure, with properties calculated with wB97M-V/def2-TZVPD.

The orbital gap is 6.52 eV. As for the net charge: +1. Its spin multiplicity is 1. The calculation puts the energy relative to the best compared isomer or geometry (same formula, charge and spin) at 1.489 eV. For the highest occupied orbital energy, the calculation gives -9.80 eV. The calculation puts the energy at -54099.81074 eV. Its molecular weight is 772.49 g/mol.

Last column: Mulliken charge in e.
Geometry (Å):
W 0.91 0.17 -0.16  3.117
C -3.05 2.99 2.98  -0.704
C -2.19 3.55 2.04  -0.964
C -1.60 2.75 1.08  -0.093
C -1.86 1.38 1.08  -0.674
C -2.74 0.82 1.98  -0.001
C -3.33 1.63 2.95  -0.843
N -1.22 0.57 0.06  1.346
C -1.75 0.83 -1.29  0.140
C -3.10 1.08 -1.49  -0.090
C -3.55 1.39 -2.76  -1.010
C -2.65 1.46 -3.82  -0.762
C -1.30 1.19 -3.61  -0.229
C -0.84 0.86 -2.34  -0.418
N 0.53 0.50 -2.14  -0.383
N 1.26 1.64 -1.62  -0.883
C 2.64 1.33 -1.75  0.202
C 3.55 1.88 -2.63  -1.021
C 4.86 1.42 -2.55  -0.214
C 5.21 0.45 -1.62  -1.003
C 4.25 -0.03 -0.76  -0.138
N 3.00 0.42 -0.83  -0.176
H -3.52 3.62 3.73  0.445
H -1.99 4.61 2.05  0.490
H -0.93 3.16 0.33  0.482
H -2.95 -0.24 1.95  0.450
H -4.01 1.20 3.67  0.482
H -3.79 1.04 -0.65  0.517
H -4.60 1.58 -2.93  0.467
H -3.00 1.71 -4.81  0.428
H -0.59 1.22 -4.43  0.462
H 3.24 2.63 -3.34  0.517
H 5.61 1.82 -3.22  0.454
H 6.23 0.09 -1.55  0.448
H 4.46 -0.77 0.01  0.544
O 2.10 -1.41 2.46  -0.763
C 1.48 -1.45 1.40  0.458
N 0.02 -0.86 1.48  0.331
C -0.04 -0.14 2.75  -0.080
O -0.63 -0.56 3.69  -0.550
C 0.73 1.14 2.74  1.086
C 0.85 1.89 3.89  -1.151
C 1.50 3.11 3.82  -0.553
C 2.00 3.54 2.61  -0.932
C 1.85 2.74 1.49  -0.197
N 1.24 1.56 1.56  0.016
C 1.65 -2.46 0.32  0.357
C 2.14 -3.75 0.36  -0.755
C 2.26 -4.41 -0.86  -0.530
C 1.92 -3.76 -2.05  -0.929
C 1.46 -2.45 -2.00  -0.292
N 1.35 -1.84 -0.83  0.067
H 0.42 1.51 4.81  0.561
H 1.61 3.72 4.71  0.476
H 2.51 4.50 2.51  0.476
H 2.21 3.04 0.52  0.480
H 2.41 -4.21 1.30  0.616
H 2.63 -5.42 -0.90  0.484
H 2.01 -4.26 -3.00  0.512
H 1.20 -1.87 -2.87  0.483
C -0.86 -0.82 0.34  0.409
C -1.64 -2.02 -0.01  0.445
C -1.98 -2.32 -1.33  -0.080
C -2.71 -3.46 -1.61  -0.981
C -3.08 -4.33 -0.59  -0.713
C -2.73 -4.04 0.72  -0.890
C -2.01 -2.89 1.01  -0.367
H -1.68 -1.66 -2.14  0.373
H -2.98 -3.69 -2.64  0.481
H -3.65 -5.22 -0.82  0.420
H -3.01 -4.71 1.52  0.467
H -1.73 -2.67 2.03  0.379

---

3.
Below is C36H28BF4N2NiO2Te as an isolated structure at a distorted geometry, with properties calculated with wB97M-V/def2-TZVPD.

The orbital gap (spin up / spin down) is 7.15 / 7.15 eV. As for the net charge: -1. Its spin multiplicity is 1. For the highest occupied orbital energy (spin up / spin down), the calculation gives -5.10 / -5.11 eV. The calculation puts the energy at -104751.69677 eV. Its molecular weight is 793.73 g/mol.

Last column: Mulliken charge in e.
Geometry (Å):
Ni -0.07 -0.27 -0.08  0.048
C 2.35 -0.58 6.45  -1.733
C 1.56 -0.39 5.19  -0.440
C 0.18 -0.50 5.17  -0.114
C -0.56 -0.33 4.01  0.780
C -2.03 -0.55 4.02  -0.255
O -2.65 -1.01 3.08  -0.567
C -2.80 -0.19 5.27  0.397
C -4.00 -0.86 5.50  -0.409
C -4.78 -0.56 6.60  -0.599
C -4.37 0.43 7.49  -0.348
C -3.19 1.13 7.25  -0.808
C -2.41 0.82 6.14  -0.203
C 0.09 -0.05 2.76  0.422
O -0.60 0.09 1.71  -1.381
C 1.53 0.08 2.79  1.262
C 2.20 -0.10 3.99  -0.858
C 2.30 0.35 1.57  0.353
N 1.76 0.43 0.40  1.192
C 2.52 0.80 -0.78  -0.587
C 2.08 2.11 -1.47  -0.849
Te 2.12 3.88 -0.24  0.140
C 0.15 3.74 0.54  0.243
C -0.91 3.41 -0.30  -0.521
C -2.20 3.37 0.19  -0.454
C -2.46 3.67 1.52  -0.520
C -1.41 4.02 2.35  -0.436
C -0.11 4.05 1.87  -0.404
C 3.78 0.52 1.74  -1.033
C 4.64 -0.43 1.21  0.114
C 6.02 -0.27 1.31  -0.737
C 6.54 0.84 1.95  -0.441
C 5.69 1.79 2.49  -0.869
C 4.31 1.63 2.38  0.063
H 1.69 -0.79 7.29  0.369
H 2.93 0.32 6.69  0.342
H 3.06 -1.41 6.36  0.348
H -0.33 -0.77 6.09  0.539
H -4.31 -1.61 4.78  0.451
H -5.70 -1.10 6.77  0.384
H -4.98 0.67 8.35  0.378
H -2.88 1.91 7.92  0.379
H -1.51 1.38 5.95  0.473
H 3.28 -0.04 4.01  0.557
H 2.38 0.00 -1.51  0.195
H 3.59 0.88 -0.55  0.376
H 1.07 2.02 -1.86  -0.225
H 2.74 2.29 -2.31  0.619
H -0.73 3.21 -1.36  0.442
H -3.02 3.11 -0.47  0.396
H -3.46 3.62 1.91  0.379
H -1.60 4.27 3.39  0.382
H 0.71 4.31 2.53  0.317
H 4.24 -1.30 0.70  0.517
H 6.68 -1.01 0.88  0.397
H 7.62 0.97 2.01  0.373
H 6.09 2.66 2.99  0.395
H 3.65 2.38 2.79  0.578
N 0.80 -7.64 -0.08  -0.587
C 0.67 -6.50 -0.07  0.033
C 0.53 -5.08 -0.06  0.523
C 0.25 -4.41 1.13  -1.018
C 0.13 -3.03 1.14  0.613
C 0.26 -2.27 -0.03  0.089
C 0.54 -2.96 -1.22  0.098
C 0.67 -4.34 -1.24  -1.003
H 0.13 -4.98 2.05  0.450
H -0.09 -2.54 2.08  0.308
H 0.66 -2.42 -2.15  0.366
H 0.87 -4.86 -2.17  0.450
F -0.51 0.11 -2.02  -0.378
B -0.15 0.05 -3.45  0.408
F -0.29 1.34 -3.95  -0.380
F -1.01 -0.85 -4.05  -0.355
F 1.18 -0.37 -3.51  -0.423

---

4.
Below is C36H28BaNP2S2Te as an isolated structure, with properties calculated with wB97M-V/def2-TZVPD.

The orbital gap is 5.98 eV. As for the net charge: -1. Its spin multiplicity is 1. The calculation puts the energy relative to the best compared isomer or geometry (same formula, charge and spin) at 0.953 eV. For the highest occupied orbital energy, the calculation gives -3.91 eV. The calculation puts the energy at -87514.57816 eV. Its molecular weight is 865.64 g/mol.

Last column: Mulliken charge in e.
Geometry (Å):
Ba -1.92 -1.86 -0.02  1.407
Te 2.09 1.95 1.98  0.365
C 3.23 3.13 0.63  0.077
C 2.83 3.32 -0.68  0.048
C 3.61 4.10 -1.52  -0.610
N 4.74 4.70 -1.15  -0.655
C 5.11 4.52 0.12  -0.378
C 4.40 3.76 1.03  -0.409
C 1.00 0.85 0.60  -0.423
P 1.52 -0.86 0.45  0.605
C 1.00 -1.41 -1.24  -0.613
C 0.86 -2.79 -1.42  -0.174
C 0.30 -3.30 -2.59  -0.517
C -0.14 -2.43 -3.58  -0.517
C 0.01 -1.06 -3.42  -0.889
C 0.58 -0.55 -2.26  0.942
C 3.34 -0.77 0.15  0.324
C 4.20 -1.55 0.90  -0.591
C 5.58 -1.47 0.71  -0.541
C 6.09 -0.59 -0.23  -0.519
C 5.24 0.19 -1.00  -0.601
C 3.87 0.10 -0.81  -0.229
P -0.68 1.17 0.31  0.114
C -1.68 0.80 1.83  -0.409
C -1.15 0.02 2.85  0.055
C -1.96 -0.49 3.86  -0.694
C -3.32 -0.25 3.84  -0.451
C -3.87 0.52 2.82  -0.628
C -3.06 1.03 1.82  -0.083
C -0.91 2.98 0.15  -0.264
C -1.13 3.82 1.24  -0.139
C -1.25 5.19 1.07  -0.648
C -1.15 5.75 -0.20  -0.478
C -0.93 4.93 -1.30  -0.571
C -0.82 3.55 -1.12  -0.344
H 1.92 2.85 -1.05  0.539
H 3.30 4.26 -2.55  0.368
H 6.04 5.00 0.42  0.358
H 4.78 3.64 2.04  0.354
H 1.15 -3.46 -0.62  0.333
H 0.17 -4.37 -2.70  0.426
H -0.61 -2.83 -4.48  0.382
H -0.32 -0.38 -4.20  0.417
H 0.68 0.52 -2.12  0.268
H 3.79 -2.22 1.65  0.368
H 6.25 -2.08 1.31  0.391
H 7.17 -0.52 -0.38  0.372
H 5.63 0.89 -1.73  0.412
H 3.19 0.71 -1.39  0.236
H -0.08 -0.20 2.85  0.121
H -1.53 -1.11 4.64  0.419
H -3.97 -0.68 4.60  0.377
H -4.94 0.69 2.79  0.395
H -3.50 1.61 1.01  0.382
H -1.21 3.39 2.23  0.355
H -1.42 5.83 1.93  0.387
H -1.24 6.82 -0.33  0.383
H -0.85 5.35 -2.29  0.410
H -0.66 2.91 -1.98  0.316
S -4.72 -2.33 0.61  -0.610
C -4.80 -4.02 0.10  0.360
C -6.03 -4.46 -0.44  -0.658
C -6.24 -5.76 -0.86  -0.489
C -5.20 -6.68 -0.75  -0.508
C -3.98 -6.28 -0.23  -0.619
C -3.75 -4.96 0.21  0.445
S -2.14 -4.62 0.87  -0.590
H -6.83 -3.73 -0.52  0.344
H -7.20 -6.06 -1.26  0.318
H -5.34 -7.71 -1.07  0.330
H -3.17 -6.98 -0.15  0.347

---

5.
Below is C36H28BrCaF4N6OPS2Se as an isolated structure, with properties calculated with wB97M-V/def2-TZVPD.

The orbital gap is 7.65 eV. As for the net charge: +2. Its spin multiplicity is 1. The calculation puts the energy relative to the best compared isomer or geometry (same formula, charge and spin) at 0.000 eV. For the highest occupied orbital energy, the calculation gives -13.10 eV. The calculation puts the energy at -244422.64450 eV. Its molecular weight is 930.70 g/mol.

Last column: Mulliken charge in e.
Geometry (Å):
Ca -1.03 0.29 0.50  1.993
F 4.71 -4.26 2.48  -0.275
C 3.80 -3.73 1.68  0.606
C 3.19 -4.49 0.71  0.248
F 3.51 -5.76 0.56  -0.273
C 2.24 -3.91 -0.12  0.521
F 1.71 -4.67 -1.07  -0.311
C 1.85 -2.58 0.01  -0.258
P 0.52 -1.83 -0.98  1.265
C -0.68 -3.14 -1.36  0.581
C -0.72 -3.82 -2.57  -0.190
C -1.71 -4.76 -2.81  -0.761
C -2.66 -5.05 -1.84  -0.573
C -2.62 -4.38 -0.62  -0.769
C -1.65 -3.42 -0.39  -0.439
C 1.29 -1.35 -2.54  0.353
C 0.47 -0.92 -3.58  0.057
C 1.02 -0.43 -4.75  -0.691
C 2.41 -0.36 -4.89  -0.715
C 3.23 -0.78 -3.86  -0.799
C 2.67 -1.27 -2.68  -0.819
C 2.51 -1.82 0.99  -0.139
Br 2.24 0.05 1.18  -0.050
C 3.47 -2.38 1.81  0.186
F 4.09 -1.66 2.74  -0.341
H 0.02 -3.62 -3.33  0.545
H -1.73 -5.29 -3.76  0.483
H -3.42 -5.80 -2.02  0.424
H -3.35 -4.61 0.15  0.459
H -1.64 -2.90 0.56  0.049
H -0.61 -0.98 -3.48  0.119
H 0.38 -0.12 -5.56  0.459
H 2.84 0.01 -5.81  0.426
H 4.30 -0.74 -3.96  0.457
H 3.33 -1.60 -1.88  0.443
Se 0.01 3.62 7.65  0.322
N -0.85 4.15 6.16  -0.837
C -0.86 3.12 5.36  0.911
C -1.48 3.15 4.04  0.881
C -2.15 4.28 3.57  -0.550
C -2.70 4.26 2.31  -0.869
C -2.56 3.11 1.54  -0.521
N -1.93 2.02 1.98  -0.409
C -1.40 2.02 3.21  -0.263
C -0.76 0.77 3.70  -0.610
N -0.77 -0.31 2.90  -0.441
C -0.23 -1.43 3.35  -0.311
C 0.36 -1.56 4.60  -0.970
C 0.39 -0.45 5.42  -0.574
C -0.18 0.74 4.97  0.905
C -0.21 1.93 5.82  0.854
N 0.33 1.98 7.00  -0.827
H -2.22 5.15 4.21  0.576
H -3.25 5.11 1.91  0.474
H -2.96 3.06 0.54  0.412
H -0.25 -2.28 2.67  0.420
H 0.77 -2.51 4.91  0.512
H 0.83 -0.49 6.41  0.569
C 2.58 3.49 -2.79  -0.657
N 2.00 4.05 -1.58  0.202
C 2.42 5.21 -0.95  -0.341
C 1.64 5.40 0.13  -0.549
N 0.74 4.34 0.15  0.213
C 0.96 3.52 -0.90  -0.275
S 0.10 2.11 -1.33  -0.011
H 3.64 3.72 -2.80  0.350
H 2.09 3.92 -3.67  0.285
H 2.43 2.41 -2.79  0.134
H 3.23 5.79 -1.34  0.457
H 1.64 6.17 0.87  0.445
H 0.00 4.19 0.81  0.091
C -3.99 -1.47 -2.68  -0.704
S -3.87 0.11 -1.85  0.296
C -3.27 1.11 -3.20  -0.632
O -2.68 -0.04 -0.93  -0.840
H -4.78 -1.41 -3.43  0.505
H -4.27 -2.20 -1.92  0.264
H -3.04 -1.73 -3.12  0.068
H -4.04 1.13 -3.98  0.450
H -2.34 0.70 -3.59  0.032
H -3.11 2.11 -2.83  0.291

---

6.
Below is C36H28CsN7O4S3 as an isolated structure, with properties calculated with wB97M-V/def2-TZVPD.

The orbital gap is 6.05 eV. As for the net charge: -2. Its spin multiplicity is 1. The calculation puts the energy relative to the best compared isomer or geometry (same formula, charge and spin) at 0.000 eV. For the highest occupied orbital energy, the calculation gives -2.43 eV. The calculation puts the energy at -89462.17271 eV. Its molecular weight is 851.77 g/mol.

Last column: Mulliken charge in e.
Geometry (Å):
Cs -0.61 -1.21 -0.15  1.173
C -3.71 1.96 -3.28  -1.451
C -2.52 1.61 -2.41  0.558
N -2.62 1.11 -1.24  0.531
N -3.90 1.04 -0.71  -0.950
C -4.04 -0.04 0.05  0.133
O -3.26 -1.01 0.11  -0.873
C -5.31 -0.07 0.86  0.353
C -6.49 0.53 0.44  -0.109
C -7.63 0.46 1.21  -0.605
C -7.61 -0.20 2.43  -0.343
C -6.44 -0.80 2.87  -0.545
C -5.30 -0.75 2.08  -0.447
C -1.16 1.95 -2.91  0.449
C -1.00 2.65 -4.11  -0.627
C 0.27 3.03 -4.52  -0.680
C 1.35 2.71 -3.73  -0.322
C 1.11 1.99 -2.57  -0.170
N -0.10 1.62 -2.15  -0.092
H -4.61 1.62 -2.79  0.269
H -3.62 1.47 -4.26  0.350
H -3.77 3.04 -3.45  0.319
H -6.48 1.06 -0.51  0.378
H -8.55 0.93 0.86  0.358
H -8.51 -0.25 3.04  0.349
H -6.42 -1.32 3.82  0.352
H -4.38 -1.23 2.38  0.441
H -1.87 2.91 -4.71  0.300
H 0.40 3.59 -5.44  0.394
H 2.36 3.02 -3.98  0.379
H 1.94 1.74 -1.91  0.237
C -2.36 3.93 1.70  -0.824
C -2.43 3.98 3.08  -0.516
C -1.78 3.00 3.82  -0.556
C -1.07 2.01 3.15  0.528
N -1.01 1.96 1.82  0.004
C -1.63 2.90 1.12  0.121
C -0.34 0.92 3.88  0.458
C -0.23 0.91 5.28  -0.626
C 0.46 -0.11 5.90  -0.494
C 1.03 -1.11 5.12  -0.511
C 0.87 -1.02 3.74  -0.037
N 0.22 -0.03 3.14  -0.066
H -2.85 4.66 1.08  0.409
H -2.99 4.76 3.58  0.390
H -1.83 3.03 4.90  0.235
H -1.55 2.80 0.05  0.197
H -0.67 1.70 5.87  0.259
H 0.55 -0.13 6.98  0.394
H 1.57 -1.93 5.56  0.394
H 1.28 -1.77 3.07  0.212
O 1.18 -2.93 0.69  -0.609
N 2.18 -3.72 0.44  0.195
C 3.12 -3.90 1.40  0.037
C 4.21 -4.72 1.23  -0.813
C 4.34 -5.38 0.01  -0.067
C 3.39 -5.19 -0.97  -0.703
C 2.27 -4.35 -0.79  0.029
S 1.10 -4.10 -1.99  -0.461
H 2.92 -3.34 2.29  0.265
H 4.93 -4.82 2.02  0.354
H 5.19 -6.04 -0.18  0.343
H 3.47 -5.69 -1.93  0.337
O 4.39 4.66 -4.54  -0.648
S 4.97 4.98 -3.26  1.146
O 5.33 6.37 -3.07  -0.687
N 4.06 4.41 -2.04  -0.499
C 4.69 3.47 -1.34  0.318
S 4.08 2.65 -0.02  -0.445
C 6.07 3.17 -1.86  0.260
C 6.98 2.24 -1.40  -0.563
C 8.20 2.12 -2.05  -0.508
C 8.51 2.92 -3.15  -0.342
C 7.59 3.85 -3.62  -0.647
C 6.38 3.95 -2.96  0.100
H 6.72 1.62 -0.55  0.421
H 8.93 1.40 -1.71  0.354
H 9.46 2.81 -3.65  0.353
H 7.81 4.48 -4.48  0.400